This record from the Open Molecules 2025 dataset describes a molecular structure, C31H41BF2N4O4PtTe. The level of theory is ωB97M-V/def2-TZVPD.

Element x y z (Å)
Pt: -1.108 -1.095 2.568
C: 2.992 -1.659 2.549
C: 1.489 -1.685 2.806
O: 1.044 -2.413 3.740
N: 0.776 -0.909 2.019
Te: 1.753 0.275 -0.124
C: 2.657 1.542 -1.658
C: 2.591 2.941 -1.649
C: 1.911 3.702 -0.542
C: 3.193 3.670 -2.676
C: 3.877 3.056 -3.711
C: 4.495 3.858 -4.827
C: 3.970 1.670 -3.692
C: 3.378 0.912 -2.688
C: 3.530 -0.587 -2.744
C: -0.119 1.274 -0.235
C: -0.709 1.432 -1.473
C: -0.295 0.722 -2.740
C: -1.811 2.304 -1.626
C: -2.282 3.104 -0.566
C: -3.358 4.129 -0.812
C: -1.769 2.905 0.672
C: -0.818 1.789 1.004
C: 0.094 2.264 2.144
H: 3.470 -2.279 3.305
H: 3.381 -0.641 2.586
H: 3.216 -2.058 1.559
H: 2.215 3.303 0.429
H: 0.825 3.609 -0.596
H: 2.169 4.761 -0.586
H: 3.127 4.754 -2.652
H: 4.532 4.918 -4.573
H: 3.918 3.757 -5.750
H: 5.512 3.524 -5.040
H: 4.518 1.163 -4.482
H: 4.139 -0.878 -3.601
H: 2.558 -1.082 -2.819
H: 4.007 -0.977 -1.842
H: 0.706 0.316 -2.700
H: -0.358 1.396 -3.596
H: -0.980 -0.114 -2.907
H: -2.251 2.415 -2.612
H: -3.329 4.495 -1.840
H: -3.249 4.983 -0.142
H: -4.347 3.697 -0.641
H: -2.127 3.496 1.510
H: -0.494 2.369 3.059
H: 0.518 3.244 1.908
H: 0.904 1.561 2.329
C: 2.121 -0.425 6.283
C: 0.660 -0.020 6.512
C: -0.056 -0.018 5.243
N: -0.513 -0.052 4.199
H: 2.620 -0.555 7.242
H: 2.644 0.345 5.717
H: 2.158 -1.353 5.712
H: 0.573 0.969 6.963
H: 0.155 -0.729 7.169
C: -0.355 -4.762 -1.647
C: -1.541 -3.942 -2.139
C: -2.418 -3.400 -1.004
C: -3.565 -2.548 -1.611
C: -4.669 -2.141 -0.642
C: -3.056 -4.553 -0.262
O: -3.556 -5.511 -0.816
N: -3.092 -4.428 1.100
C: -2.597 -3.364 1.856
O: -2.868 -3.307 3.046
N: -1.816 -2.441 1.236
C: -1.582 -2.468 -0.120
O: -0.778 -1.736 -0.645
H: 0.233 -5.132 -2.489
H: -0.686 -5.628 -1.070
H: 0.304 -4.156 -1.023
H: -2.179 -4.549 -2.783
H: -1.188 -3.085 -2.713
H: -3.988 -3.129 -2.434
H: -3.095 -1.657 -2.035
H: -5.205 -3.012 -0.258
H: -5.394 -1.508 -1.155
H: -4.276 -1.566 0.196
H: -3.614 -5.116 1.623
F: -2.770 0.198 0.550
B: -1.960 0.695 1.540
F: -2.716 1.151 2.618

Computed properties:
DFT total energy, a.u.: -2337.966176
Total charge: -1
Spin multiplicity: 2
HOMO-LUMO gap (alpha / beta), eV: 5.5684 / 6.4815